Entry 1:
123
Properties=species:S:1:pos:R:3:forces:R:3 method="wB97M-V/def2-TZVPD" lumo_ev="3.4 / 3.4" energy_ha=-5730.878817 homo_ev="-2.791 / -1.758" total_charge=-2 relative_energy_kj_mol=120.42
Cs -2.888 1.678 1.007 0.784 0.172 -0.505
O -4.895 3.419 4.892 -0.075 0.157 0.091
C -4.243 4.547 5.224 -0.076 -0.087 -0.016
C -4.837 5.410 6.150 -0.030 -0.018 0.005
C -4.204 6.580 6.521 0.013 -0.017 -0.016
C -2.966 6.912 5.976 0.004 0.018 0.014
C -2.377 6.055 5.061 0.007 -0.020 -0.029
C -2.993 4.869 4.670 0.032 -0.082 0.082
C -2.345 3.923 3.700 0.127 0.180 0.131
O -2.997 2.879 3.351 -0.098 0.596 0.758
N -1.129 4.256 3.332 0.072 -0.185 0.075
N -0.642 3.414 2.344 -0.087 0.094 0.077
C 0.607 3.258 2.313 -0.005 -0.022 -0.266
S 1.761 3.857 3.522 0.013 0.052 0.035
C 3.229 3.296 2.609 -0.002 -0.015 0.002
C 2.871 2.053 1.809 0.053 0.063 0.033
S 1.335 2.417 0.933 -0.009 -0.005 0.033
H -4.309 2.995 4.190 0.082 -0.076 0.020
H -5.802 5.131 6.555 0.006 0.015 0.007
H -4.679 7.242 7.238 0.003 0.000 0.001
H -2.467 7.830 6.263 -0.005 -0.001 -0.003
H -1.415 6.280 4.620 0.003 0.009 0.004
H 4.013 3.088 3.339 -0.004 -0.011 -0.003
H 3.566 4.091 1.943 0.000 0.005 0.010
H 2.728 1.188 2.455 -0.013 -0.033 0.020
H 3.636 1.826 1.066 -0.037 -0.006 -0.031
S -0.373 -1.070 -3.771 0.018 0.008 -0.084
C 1.238 -1.609 -3.716 -0.052 0.048 0.150
N 1.605 -2.773 -4.381 0.005 -0.043 0.039
C 2.990 -3.173 -4.383 0.001 0.046 -0.030
C 3.537 -3.009 -2.982 -0.013 0.033 0.022
N 3.393 -1.624 -2.590 0.071 0.083 -0.198
C 4.591 -0.978 -2.093 -0.067 -0.053 0.036
C 5.633 -0.755 -3.167 -0.024 0.003 -0.018
C 5.285 -0.097 -4.348 0.004 -0.015 0.033
C 6.229 0.104 -5.342 0.006 0.007 0.008
C 7.534 -0.346 -5.176 -0.008 0.001 -0.015
C 7.888 -1.000 -4.006 0.010 -0.006 0.017
C 6.939 -1.202 -3.010 -0.010 -0.008 -0.005
C 2.253 -0.910 -2.977 0.116 -0.033 0.054
S 2.103 0.730 -2.535 0.029 -0.021 -0.033
C 0.643 -3.719 -4.905 -0.012 0.019 -0.051
C 0.554 -4.972 -4.066 -0.027 0.044 0.030
C 1.000 -6.202 -4.532 0.010 0.013 -0.013
C 0.929 -7.336 -3.731 0.007 -0.021 -0.020
C 0.403 -7.248 -2.453 -0.012 0.000 0.022
C -0.052 -6.022 -1.978 0.004 0.029 -0.016
C 0.027 -4.892 -2.776 0.013 -0.003 0.001
H 3.580 -2.547 -5.067 0.002 -0.019 -0.025
H 3.061 -4.209 -4.718 0.003 -0.015 0.039
H 4.595 -3.278 -2.942 0.007 0.001 -0.014
H 2.987 -3.676 -2.304 -0.001 -0.007 0.026
H 5.017 -1.599 -1.297 -0.007 0.011 -0.012
H 4.288 -0.026 -1.657 -0.009 0.020 -0.015
H 4.269 0.263 -4.462 -0.017 0.002 -0.014
H 5.947 0.620 -6.252 -0.003 -0.001 0.004
H 8.268 -0.188 -5.957 0.000 -0.002 0.006
H 8.901 -1.359 -3.868 -0.005 0.002 -0.001
H 7.216 -1.720 -2.097 -0.001 0.000 -0.004
H 0.908 -3.974 -5.937 0.028 -0.047 0.000
H -0.321 -3.209 -4.919 0.016 0.001 -0.030
H 1.408 -6.272 -5.536 -0.001 0.001 0.000
H 1.284 -8.288 -4.109 0.000 0.001 0.000
H 0.340 -8.130 -1.827 0.003 0.001 -0.002
H -0.477 -5.953 -0.985 -0.002 0.015 0.023
H -0.329 -3.930 -2.419 0.004 -0.011 0.011
Cl -9.113 -3.312 1.782 -0.019 -0.014 0.004
C -7.832 -2.245 1.236 0.023 0.008 0.004
C -6.636 -2.192 1.933 0.012 0.028 -0.022
C -5.639 -1.349 1.489 -0.053 -0.014 -0.008
Cl -4.146 -1.278 2.391 -0.013 -0.139 -0.017
C -5.735 -0.505 0.332 -0.001 -0.096 0.159
O -4.801 0.253 -0.043 -0.845 -0.586 -0.390
C -7.009 -0.621 -0.308 0.038 -0.003 -0.058
Cl -7.276 0.362 -1.722 -0.011 0.012 -0.019
C -8.024 -1.456 0.115 0.017 0.008 0.002
H -6.478 -2.795 2.816 -0.016 -0.005 -0.001
H -8.957 -1.488 -0.430 0.001 0.000 0.000
C -0.983 3.799 -4.795 0.025 -0.012 0.005
N -1.222 4.149 -3.413 0.006 -0.011 -0.019
C -1.986 5.311 -3.012 -0.024 -0.004 0.043
C -2.454 4.907 -1.596 0.053 0.079 -0.139
O -3.075 5.647 -0.864 0.031 -0.034 -0.038
N -2.056 3.619 -1.359 -0.135 0.007 0.022
C -1.421 3.205 -2.445 0.092 0.095 0.094
N -1.014 1.959 -2.614 0.050 -0.187 -0.075
H -0.899 4.715 -5.377 0.015 0.004 0.004
H -1.790 3.186 -5.213 -0.005 0.014 -0.005
H -0.044 3.253 -4.897 -0.015 -0.014 0.002
H -2.858 5.478 -3.652 0.000 -0.012 -0.009
H -1.385 6.221 -2.979 -0.008 0.002 0.004
H -1.102 1.307 -1.855 -0.046 -0.011 0.099
H -0.348 1.653 -3.310 0.021 0.032 -0.016
C -0.509 -1.111 0.236 0.001 0.073 -0.013
C -0.062 -2.031 1.362 -0.047 -0.024 -0.058
C -0.581 -3.431 1.101 -0.012 -0.014 0.009
O -0.639 -1.539 2.599 0.112 -0.006 -0.045
B 0.328 -0.784 3.213 -0.037 0.001 -0.005
O 1.566 -0.895 2.625 0.004 0.048 0.045
C 1.472 -1.955 1.648 0.067 -0.065 -0.046
C 2.016 -3.208 2.327 -0.022 0.000 -0.042
C 2.313 -1.602 0.438 -0.065 -0.045 0.009
H -1.599 -1.134 0.182 -0.008 0.044 0.042
H -0.128 -1.432 -0.736 0.031 -0.002 0.006
H -0.168 -0.086 0.408 -0.014 -0.044 0.009
H -1.659 -3.389 0.940 0.000 0.005 -0.002
H -0.381 -4.102 1.936 -0.016 -0.009 0.007
H -0.111 -3.829 0.200 -0.002 -0.041 -0.009
H 1.418 -3.469 3.202 0.005 -0.009 0.007
H 3.038 -3.011 2.654 -0.006 0.009 0.006
H 2.027 -4.058 1.642 0.002 -0.001 0.004
H 2.047 -0.631 0.023 0.014 0.029 0.010
H 2.177 -2.342 -0.356 0.002 -0.004 0.071
H 3.370 -1.590 0.716 -0.007 0.007 0.009
C -0.416 1.076 7.085 0.011 -0.033 0.008
C -0.996 1.693 5.817 -0.022 0.102 -0.109
C -0.637 0.955 4.573 0.110 -0.047 0.125
N 0.095 -0.024 4.413 -0.112 0.024 -0.106
H -0.731 1.639 7.965 0.001 0.008 -0.005
H 0.674 1.070 7.045 -0.005 0.001 -0.002
H -0.746 0.042 7.196 0.000 0.002 0.010
H -0.661 2.726 5.679 -0.002 -0.013 -0.026
H -2.086 1.752 5.846 -0.022 -0.011 0.014

***

Entry 2:
111
Properties=species:S:1:pos:R:3:forces:R:3 method="wB97M-V/def2-TZVPD" lumo_ev=3.4 energy_ha=-3368.622855 homo_ev=-1.851 total_charge=-2 relative_energy_kj_mol=153.66
Cs 0.114 0.330 0.380 -0.054 0.186 0.915
O 1.732 -1.893 0.751 -0.045 0.014 -0.255
C 2.766 -1.418 0.167 -0.310 -0.626 -0.146
C 4.027 -1.455 0.845 0.190 0.243 -0.271
C 5.186 -1.004 0.257 -0.035 0.015 0.037
C 5.171 -0.467 -1.035 0.005 0.020 0.007
C 3.962 -0.403 -1.710 -0.084 0.156 -0.156
C 2.757 -0.847 -1.168 0.354 -0.373 0.006
C 1.514 -0.720 -1.990 0.398 1.237 2.408
N 1.308 0.417 -2.543 -0.296 -0.588 -1.278
C 0.125 0.607 -3.390 -0.413 0.107 0.112
C -1.314 0.356 -2.858 0.039 0.257 -0.050
N -1.682 1.148 -1.702 0.454 -0.106 0.603
C -2.325 2.235 -1.763 -0.185 -0.103 -0.176
C -2.737 3.143 -0.669 -0.060 0.003 -0.102
C -3.523 4.217 -1.114 0.020 0.012 0.005
C -4.079 5.168 -0.283 -0.009 0.009 0.019
C -3.851 5.043 1.094 0.004 0.015 -0.015
C -3.091 4.015 1.589 0.072 0.129 -0.053
C -2.468 3.018 0.761 -0.212 -0.322 -0.238
O -1.787 2.098 1.301 -0.173 0.212 -0.199
H 4.022 -1.879 1.843 -0.002 -0.019 -0.001
H 6.127 -1.076 0.799 -0.004 0.001 0.003
H 6.085 -0.129 -1.509 0.002 -0.015 -0.008
H 3.929 -0.004 -2.718 -0.002 -0.015 -0.006
H 0.718 -1.383 -1.625 0.122 -0.529 -1.147
H 0.210 -0.041 -4.268 0.168 0.012 -0.018
H 0.130 1.641 -3.746 0.161 0.020 0.038
H -1.402 -0.708 -2.609 -0.188 0.080 0.099
H -1.994 0.563 -3.701 0.048 -0.099 -0.062
H -2.702 2.571 -2.749 0.054 0.050 0.006
H -3.704 4.292 -2.183 0.000 -0.002 -0.001
H -4.678 5.977 -0.683 0.001 0.000 -0.004
H -4.283 5.766 1.780 -0.003 -0.002 0.003
H -2.913 3.916 2.654 -0.005 -0.008 0.001
C 0.881 -1.445 4.332 0.048 -0.017 0.042
C 0.109 -0.198 4.763 -0.014 0.060 -0.022
C 0.565 1.043 3.997 -0.099 -0.283 0.116
C -1.412 -0.383 4.604 0.057 -0.025 -0.034
C -2.089 -1.014 5.822 -0.038 0.013 0.000
O -3.069 -1.899 5.265 -0.005 0.053 -0.013
C -2.721 -2.030 3.936 0.005 -0.161 -0.017
N -1.797 -1.286 3.504 -0.091 0.061 0.027
C -3.515 -3.075 3.226 0.047 0.044 0.052
C -4.417 -3.804 4.010 -0.004 -0.017 0.005
C -5.197 -4.808 3.468 0.005 0.007 -0.003
C -5.086 -5.109 2.120 0.001 0.008 0.004
C -4.199 -4.393 1.337 -0.011 -0.011 -0.005
C -3.408 -3.369 1.856 0.092 -0.006 0.026
P -2.258 -2.478 0.703 0.216 0.250 -0.051
C -3.388 -2.174 -0.712 -0.097 -0.072 0.052
C -4.001 -0.921 -0.705 0.024 0.019 -0.023
C -4.883 -0.558 -1.712 0.017 0.015 -0.013
C -5.144 -1.435 -2.754 -0.002 -0.003 -0.004
C -4.521 -2.677 -2.784 0.011 0.003 -0.004
C -3.652 -3.046 -1.769 0.001 0.015 0.002
C -1.198 -3.851 0.134 -0.075 -0.002 -0.033
C -0.801 -4.869 0.998 -0.024 -0.023 0.001
C 0.181 -5.771 0.613 -0.001 0.005 -0.003
C 0.786 -5.661 -0.631 -0.005 0.001 0.007
C 0.407 -4.644 -1.498 0.000 -0.010 -0.002
C -0.581 -3.753 -1.114 0.087 0.037 0.031
H 1.923 -1.370 4.653 0.007 0.006 -0.019
H 0.881 -1.592 3.247 -0.036 0.090 0.061
H 0.457 -2.348 4.782 0.016 -0.003 0.017
H 0.295 -0.026 5.832 -0.052 -0.039 0.014
H 0.259 0.908 2.967 0.103 0.258 -0.085
H 1.647 1.171 4.035 0.006 -0.054 -0.024
H 0.086 1.953 4.365 -0.018 -0.015 0.024
H -1.858 0.591 4.376 -0.018 -0.011 -0.013
H -2.602 -0.295 6.460 0.029 -0.002 0.024
H -1.386 -1.601 6.423 0.003 -0.017 -0.019
H -4.497 -3.571 5.061 -0.003 -0.001 0.000
H -5.887 -5.354 4.100 0.000 -0.001 0.001
H -5.683 -5.898 1.679 0.000 0.001 -0.002
H -4.110 -4.633 0.286 -0.002 0.003 -0.011
H -3.750 -0.209 0.075 -0.009 0.000 0.004
H -5.333 0.428 -1.699 -0.003 0.001 0.002
H -5.813 -1.145 -3.555 -0.001 0.003 -0.002
H -4.700 -3.355 -3.610 0.000 0.001 -0.002
H -3.149 -4.004 -1.815 -0.008 -0.010 0.004
H -1.243 -4.948 1.985 -0.009 -0.009 -0.005
H 0.489 -6.550 1.300 -0.002 -0.003 -0.002
H 1.570 -6.350 -0.918 0.003 0.002 0.001
H 0.897 -4.503 -2.454 0.011 0.007 0.010
H -0.841 -2.951 -1.795 -0.019 -0.007 0.001
C 5.424 2.988 3.046 -0.008 0.001 -0.015
C 4.436 1.882 2.685 0.018 -0.033 -0.011
P 3.062 2.291 1.515 -0.049 -0.014 0.015
C 4.028 2.907 0.071 0.003 0.018 -0.012
C 3.164 3.165 -1.163 0.002 -0.001 0.016
C 2.420 3.851 2.289 -0.001 0.026 -0.016
C 1.042 4.253 1.760 0.012 -0.019 -0.008
H 6.213 2.610 3.702 -0.001 0.001 0.008
H 4.931 3.813 3.564 -0.001 0.004 -0.001
H 5.905 3.395 2.156 0.009 -0.005 -0.001
H 3.963 1.486 3.590 0.006 0.004 0.004
H 4.952 1.035 2.226 -0.006 0.003 -0.002
H 4.738 2.104 -0.154 0.000 0.005 -0.011
H 4.601 3.801 0.338 0.006 -0.004 0.009
H 2.611 2.271 -1.459 0.003 -0.007 -0.003
H 3.787 3.453 -2.013 0.001 0.004 -0.003
H 2.448 3.972 -0.992 -0.006 -0.002 -0.001
H 3.138 4.671 2.169 0.001 -0.002 0.004
H 2.350 3.646 3.363 -0.004 -0.004 -0.001
H 1.084 4.535 0.707 -0.003 -0.003 -0.007
H 0.639 5.107 2.311 0.002 0.007 -0.009
H 0.321 3.437 1.842 -0.008 0.012 0.018
S 1.935 -3.415 -6.609 -0.010 0.014 0.065
C 1.865 -2.944 -5.012 -0.003 -0.021 -0.101
N 1.817 -2.617 -3.893 -0.116 -0.116 -0.136